# 1
# C29H22N5ReS2

A structure of composition C29H22N5ReS2 at a distorted geometry (wB97M-V/def2-TZVPD, the OMol25 dataset).

E_tot ... -61653.69754 eV
HOMO energy (spin up / spin down) ... -16.6736 / -16.6522 eV
<S²> ... 0.772
Molecular weight ... 690.87 u
Multiplicity ... 2
Net charge ... +3
F_max ... 3.4 eV Å⁻¹

Structure (XYZ):
```
59
Properties=species:S:1:pos:R:3:forces:R:3
Re -0.0907 -0.0618 0.4177 0.846 2.644 -1.917
C -1.5943 -1.0274 7.5826 0.042 0.349 0.096
C -1.3448 -1.1924 6.0940 -0.100 -1.228 -0.586
C -2.6065 -1.8060 5.4336 0.104 0.531 0.347
C -0.2048 -2.2221 5.8824 -0.041 0.555 0.313
C -0.9889 0.0826 5.3719 0.128 0.294 -0.413
C -0.8975 1.3241 6.0322 0.015 -0.179 -0.264
C -0.5724 2.4906 5.3735 0.088 0.204 -0.282
C -0.3250 2.4392 4.0036 -0.085 -0.619 -0.123
S 0.1012 3.7185 2.9075 -0.026 -1.031 -0.810
C 0.1460 2.5839 1.6186 0.127 1.108 0.332
N -0.1372 1.3153 1.9612 -0.202 -1.443 -0.284
C -0.4082 1.2094 3.3115 -0.268 0.079 1.510
C -0.7372 0.0482 3.9957 0.002 0.181 0.166
C 0.4485 2.8400 0.2356 0.128 0.393 -0.317
C 0.7632 4.0922 -0.2896 -0.174 -0.545 0.426
C 1.0377 4.2192 -1.6433 0.008 0.004 -0.044
C 1.0002 3.1059 -2.4753 -0.097 -0.450 0.107
C 0.6858 1.8488 -1.9568 0.167 0.072 -0.839
C 0.4075 1.6921 -0.6110 -0.463 -1.548 1.018
H -1.8428 -1.9904 8.0200 -0.014 -0.058 0.018
H -2.4213 -0.3480 7.7866 -0.117 -0.001 -0.009
H -0.7189 -0.6429 8.1047 0.107 -0.039 0.033
H -2.8992 -2.7004 5.9743 -0.047 -0.102 0.048
H -2.4316 -2.0790 4.3964 0.032 -0.038 -0.159
H -3.4227 -1.0889 5.4741 -0.228 -0.032 -0.028
H -0.4285 -3.1284 6.4360 -0.009 -0.109 0.057
H 0.7311 -1.8085 6.2501 0.201 -0.106 0.054
H -0.0833 -2.4860 4.8351 0.014 -0.034 -0.160
H -1.0867 1.3747 7.0903 -0.030 -0.009 0.151
H -0.5119 3.4231 5.9123 0.007 0.105 0.059
H -0.7948 -0.8819 3.4438 -0.037 -0.157 0.055
H 0.7920 4.9557 0.3578 0.015 0.130 0.044
H 1.2817 5.1892 -2.0509 0.017 0.062 -0.031
H 1.2159 3.2162 -3.5284 0.000 -0.043 -0.040
H 0.6621 0.9958 -2.6213 0.012 -0.023 -0.087
S -0.8876 -7.1752 -1.8863 0.158 1.392 0.438
N -1.9234 -5.9528 -1.8382 -1.007 0.248 -0.228
C -1.3079 -4.8434 -1.4500 0.811 -1.099 -0.126
C -1.8797 -3.5381 -1.3155 0.423 0.791 0.268
C -3.2150 -3.1945 -1.5737 0.081 0.327 0.095
C -3.6018 -1.8765 -1.4107 0.127 -0.064 0.026
C -2.6820 -0.9289 -0.9667 -0.825 0.404 -0.199
N -1.4141 -1.2334 -0.6884 0.174 0.293 0.756
C -1.0073 -2.5171 -0.8856 -0.342 -0.901 -0.102
C 0.3773 -2.7563 -0.6264 0.050 -0.973 -0.037
N 1.0817 -1.6647 -0.2205 -0.340 0.385 0.660
C 2.3919 -1.8055 -0.0170 0.926 0.100 0.128
C 3.0484 -3.0253 -0.1673 -0.146 -0.015 -0.025
C 2.3382 -4.1538 -0.5357 0.004 0.343 0.084
C 0.9633 -4.0291 -0.7839 -0.215 0.904 0.152
C 0.0847 -5.0839 -1.1897 -1.020 -0.783 -0.472
N 0.4017 -6.3543 -1.4036 1.045 -0.106 0.156
H -3.9138 -3.9523 -1.8957 -0.074 -0.091 -0.050
H -4.6186 -1.5765 -1.6129 -0.031 0.105 -0.010
H -2.9809 0.1071 -0.8372 0.038 -0.087 0.042
H 2.9451 -0.9168 0.2723 -0.077 -0.066 0.022
H 4.1099 -3.0843 0.0187 0.065 0.089 0.008
H 2.8193 -5.1151 -0.6375 0.054 -0.115 -0.026
```
Forces are in eV/Å.

---

# 2
# C29H22N6NaO4S3

A structure of composition C29H22N6NaO4S3 at a distorted geometry (wB97M-V/def2-TZVPD, the OMol25 dataset).

E_tot ... -84487.46546 eV
Energy relative to the best compared isomer or geometry (same formula, charge and spin) ... 0.00 kJ/mol
HOMO energy ... -5.2914 eV
Molecular weight ... 637.72 u
Net charge ... -1
F_max ... 1.7 eV Å⁻¹

Structure (XYZ):
```
65
Properties=species:S:1:pos:R:3:forces:R:3
Na -0.5017 0.1146 -1.5471 -0.296 0.605 0.079
O 1.5137 -4.1054 3.6160 0.887 -0.494 0.839
C 0.4943 -4.4437 3.0138 -0.768 0.468 -0.617
O -0.1810 -5.4844 2.9506 0.242 -0.258 0.229
C -0.0059 -3.2994 2.1129 -0.108 0.750 -0.474
C -0.8626 -3.5640 1.0218 0.223 0.357 0.625
C -1.1142 -2.5559 0.1131 1.277 1.038 0.521
N -0.5338 -1.3299 0.2264 -1.014 -0.372 -0.141
C 0.1272 -1.0188 1.3438 -0.396 -1.305 -0.195
C 0.4639 -1.9728 2.2945 -1.002 -0.801 -0.781
C 0.5553 0.3679 1.5448 -0.233 1.466 0.810
C 0.3144 1.0636 2.7554 0.766 0.404 -0.939
C 0.7582 2.3884 2.8565 0.294 -0.437 -0.424
C 1.4565 2.9822 1.7798 -0.958 -1.125 0.797
C 1.5895 2.2136 0.6429 0.090 0.318 -0.240
N 1.1302 0.9754 0.5247 0.380 -0.430 -0.865
C -1.9089 -2.8567 -1.0892 -0.867 -0.248 -0.876
C -2.8221 -3.9304 -1.1228 -0.322 0.182 -0.786
C -3.4619 -4.2439 -2.3330 0.822 0.415 0.265
C -3.1481 -3.5349 -3.5043 0.315 -0.160 1.347
C -2.2534 -2.4844 -3.3540 0.216 0.295 -0.019
N -1.7006 -2.1148 -2.1863 0.250 -0.452 -0.175
H -1.3301 -4.5314 0.8375 0.551 0.098 0.581
H 1.0859 -1.6125 3.0913 0.175 -0.647 0.490
H -0.2060 0.5866 3.5593 -0.231 -0.136 0.273
H 0.5779 2.9237 3.7832 -0.005 0.076 -0.153
H 1.8102 3.9905 1.8020 0.154 0.398 0.113
H 2.0575 2.6199 -0.2470 -0.020 0.042 0.014
H -3.0557 -4.5113 -0.2370 0.098 0.143 -0.110
H -4.1295 -5.0887 -2.3619 -0.223 -0.080 -0.018
H -3.5393 -3.8325 -4.4604 -0.093 0.109 -0.189
H -1.8842 -1.9186 -4.2116 -0.301 -0.037 0.184
C 2.8472 -3.7125 -0.8743 0.255 -0.119 0.775
C 2.7314 -2.3278 -1.4390 -0.037 1.105 0.147
C 3.6049 -1.3028 -1.1298 0.121 -1.094 -0.096
C 3.5857 -0.0972 -1.8388 -1.198 -0.257 -0.411
N 2.6514 0.1540 -2.7433 0.989 -0.055 0.376
C 1.7324 -0.7965 -3.0174 -0.165 0.390 -0.003
S 0.5928 -0.4946 -4.1975 -0.344 -0.251 -0.172
N 1.7351 -1.9867 -2.3114 0.306 -0.307 -0.160
C 4.6581 0.8989 -1.6228 0.941 1.046 -0.061
H 3.6085 -3.6572 -0.0581 -0.665 -0.189 -0.606
H 3.2253 -4.4427 -1.6281 -0.475 0.575 0.408
H 1.8978 -4.0676 -0.4116 0.556 0.196 -0.453
H 4.3890 -1.4334 -0.4119 0.208 -0.381 0.266
H 0.9477 -2.6029 -2.5219 0.399 0.061 0.075
H 5.6541 0.4862 -1.9294 -0.828 0.243 0.265
H 4.7474 1.2316 -0.5712 -0.131 -0.419 -0.363
H 4.4611 1.8036 -2.2203 0.056 -0.449 0.127
O -2.6961 3.6065 -2.0129 0.566 -0.573 0.476
S -1.7679 3.2339 -0.9585 -0.263 -0.402 0.169
O -0.3773 3.0316 -1.3229 -0.235 0.077 -0.432
N -2.2121 1.9148 -0.0500 -0.274 1.008 -0.261
C -2.5953 2.3287 1.1605 -0.267 -0.665 0.705
S -3.2036 1.4249 2.4314 0.087 -0.527 -0.348
C -2.4230 3.7813 1.4418 0.027 0.958 -0.122
C -2.7087 4.5207 2.6086 0.262 -0.673 -0.789
C -2.4297 5.8824 2.5791 0.212 -0.070 -0.154
C -1.8365 6.4767 1.4527 -0.213 -0.048 0.117
C -1.6166 5.7459 0.2920 0.090 0.989 0.094
C -1.9289 4.4279 0.3209 -0.119 -1.078 0.489
H -3.0977 3.9836 3.4795 0.038 0.360 -0.357
H -2.6827 6.4838 3.4443 0.198 0.057 -0.008
H -1.5381 7.5148 1.4621 -0.193 0.159 0.129
H -1.2512 6.1981 -0.6176 0.193 0.154 0.010
```
Forces are in eV/Å.

---

# 3
# C29H22NO3S

A cluster of 2 separate species, C29H22NO3S in total at a distorted geometry (wB97M-V/def2-TZVPD, the OMol25 dataset).

E_tot ... -48896.63900 eV
Energy relative to the best compared isomer or geometry (same formula, charge and spin) ... 76.53 kJ/mol
HOMO energy ... -3.5255 eV
Molecular weight ... 464.57 u
Net charge ... -1
F_max ... 3.1 eV Å⁻¹

Structure (XYZ):
```
56
Properties=species:S:1:pos:R:3:forces:R:3
N 7.3640 -0.3864 0.0160 -2.390 0.761 0.082
C 6.2511 -0.0197 0.0499 2.515 -0.695 -0.101
C 4.9000 0.4515 0.0908 -0.543 0.194 -0.027
C 4.6238 1.8288 0.0428 0.179 -0.013 0.066
C 3.3158 2.2801 0.0522 -0.527 -0.165 -0.048
C 2.2411 1.3636 0.1232 0.558 0.028 0.130
C 0.8588 1.8374 0.0191 -0.133 1.395 -0.096
C -0.2986 1.2105 0.2416 0.265 0.976 0.989
C -1.5828 1.9257 0.1792 -0.678 0.203 0.879
C -1.8886 2.7322 -1.0481 -0.782 0.384 -0.776
C -1.0447 2.8284 -2.1675 -0.002 0.150 0.029
C -1.3630 3.6558 -3.2565 -0.386 0.001 0.462
C -2.5670 4.3725 -3.2504 0.090 -0.262 0.229
C -3.4571 4.2278 -2.1725 0.229 -0.065 -0.028
C -3.1215 3.4144 -1.0900 0.238 0.180 -0.169
O -2.3863 1.9072 1.1240 1.163 0.179 -1.308
C 2.5379 0.0078 0.2352 0.188 -0.088 -0.145
C 3.8417 -0.4606 0.1741 0.103 0.143 0.166
H 5.4496 2.5356 -0.0039 -0.147 -0.136 -0.010
H 3.0868 3.3510 0.0022 0.199 -0.404 -0.035
H 0.8153 2.9053 -0.2545 0.039 -0.352 -0.002
H -0.3061 0.1617 0.6339 -0.110 0.355 -0.689
H -0.1126 2.2669 -2.1735 -0.301 0.111 -0.124
H -0.6679 3.7405 -4.0947 -0.248 -0.049 0.255
H -2.8187 5.0324 -4.0842 0.065 -0.229 0.239
H -4.4164 4.7586 -2.1678 0.420 -0.206 -0.057
H -3.8035 3.3112 -0.2475 0.213 -0.029 -0.163
H 1.7037 -0.6704 0.3096 0.271 0.112 -0.020
H 4.0507 -1.5306 0.1896 -0.074 0.316 0.029
C -2.3655 -1.6747 5.2066 0.040 -0.079 -0.365
C -2.4652 -2.9037 4.5453 -0.041 0.110 0.038
C -2.3398 -2.9689 3.1590 0.215 0.152 0.076
C -2.1029 -1.8003 2.4341 -0.128 -0.206 0.324
S -1.8887 -1.9499 0.6567 2.194 1.303 0.779
C -0.1986 -1.4773 0.3761 -0.629 -3.051 0.108
C 0.3250 -2.1381 -0.8492 -0.357 -0.090 0.759
C 1.6071 -2.7466 -0.8791 -0.150 0.459 0.018
C 2.1598 -3.2160 -2.0588 -0.155 0.015 -0.369
C 1.4127 -3.1940 -3.2490 0.147 -0.237 0.360
C 0.1007 -2.7269 -3.2073 -0.070 0.123 0.355
C -0.4422 -2.1977 -2.0320 0.425 0.098 -0.465
O -2.1428 -3.3336 0.3597 -0.721 -0.668 -0.423
O -2.6941 -0.9011 0.0778 -0.982 -0.037 -0.570
C -2.0626 -0.5605 3.0758 0.193 0.002 -0.122
C -2.1669 -0.5051 4.4658 -0.072 -0.225 -0.034
H -2.4462 -1.6303 6.2899 0.008 -0.003 -0.146
H -2.6345 -3.8290 5.0988 0.028 0.303 -0.039
H -2.4044 -3.9196 2.6298 0.049 0.283 0.112
H 0.3630 -1.6699 1.3041 -0.135 -0.360 -0.290
H 2.1843 -2.7717 0.0512 -0.198 -0.143 -0.326
H 3.1814 -3.6033 -2.0604 -0.284 0.032 -0.009
H 1.8340 -3.5929 -4.1706 -0.076 0.119 0.174
H -0.5182 -2.7698 -4.1025 0.121 0.066 0.123
H -1.4506 -1.7819 -2.0514 0.258 -0.135 0.071
H -1.9561 0.3613 2.4939 -0.028 -0.388 0.175
H -2.0945 0.4620 4.9631 -0.067 -0.236 -0.070
```
Forces are in eV/Å.

---

# 4
# C29H23BBrCaN8O2Se

A structure of composition C29H23BBrCaN8O2Se at a distorted geometry (wB97M-V/def2-TZVPD, the OMol25 dataset).

E_tot ... -200971.02942 eV
Energy relative to the best compared isomer or geometry (same formula, charge and spin) ... 77.57 kJ/mol
HOMO energy ... -4.7109 eV
Molecular weight ... 725.31 u
Net charge ... -1
F_max ... 2.2 eV Å⁻¹

Structure (XYZ):
```
66
Properties=species:S:1:pos:R:3:forces:R:3
Ca 0.2968 -0.4753 -0.1451 -0.034 -0.449 0.518
C 0.7053 4.1072 -0.9525 0.037 -0.105 -0.035
C 1.4111 4.5544 0.1547 -0.054 -0.102 -0.019
C 1.9001 3.6338 1.0564 -0.048 -0.067 0.004
C 1.6550 2.2612 0.8648 0.184 0.794 0.028
N 0.9656 1.8610 -0.2082 0.149 -0.184 0.326
C 0.5254 2.7391 -1.0843 -0.174 0.644 -0.457
C 2.1407 1.2213 1.7789 0.244 -0.697 0.467
C 2.8270 1.5767 2.9489 -0.098 0.224 -0.119
C 3.3178 0.6063 3.7945 0.157 0.124 0.118
C 3.1347 -0.7298 3.4738 0.078 -0.216 -0.017
C 2.4429 -1.0714 2.3245 -0.037 0.067 0.129
C 1.9094 -0.1315 1.4341 0.972 0.479 0.969
H 0.3156 4.7933 -1.6874 -0.054 0.018 -0.110
H 1.5776 5.6119 0.3128 0.036 0.051 -0.007
H 2.4675 3.9849 1.9035 0.011 -0.068 0.058
H -0.0035 2.3235 -1.9310 -0.112 0.002 -0.069
H 2.9792 2.6139 3.2223 0.022 0.035 0.013
H 3.8512 0.8927 4.6921 0.011 -0.005 0.054
H 3.5447 -1.4948 4.1224 -0.022 -0.087 0.062
H 2.3078 -2.1257 2.1062 -0.009 -0.139 0.057
Br 4.9208 -0.8549 -0.1243 0.089 0.023 -0.089
C 4.2136 -0.6953 -1.8841 0.347 0.012 0.169
C 5.1004 -0.7159 -2.9526 -0.076 -0.003 -0.054
C 4.5571 -0.6277 -4.2251 -0.084 -0.030 0.186
C 3.1836 -0.5133 -4.3567 -0.170 0.046 0.074
C 2.3966 -0.4854 -3.2069 -0.063 -0.067 -0.519
N 2.9144 -0.5812 -1.9885 -0.220 -0.051 0.266
C 0.8681 -0.3903 -3.3344 0.557 0.007 -1.060
O 0.4022 -0.3415 -4.4686 -0.011 0.002 -0.120
O 0.2325 -0.3858 -2.2539 0.064 0.038 -0.582
H 6.1619 -0.8071 -2.7790 0.001 -0.013 -0.005
H 5.1947 -0.6645 -5.0979 0.044 0.035 -0.025
H 2.6945 -0.4522 -5.3174 -0.032 0.014 0.006
B -1.1740 -3.3306 1.7989 0.209 0.196 0.002
N -1.1157 -3.6153 0.2851 -0.293 -0.495 0.075
C -1.3861 -4.7859 -0.2979 -0.130 -0.195 -0.247
C -1.0553 -4.6968 -1.6391 -0.023 -0.030 0.019
C -0.5795 -3.3968 -1.7777 0.082 -0.295 -0.011
N -0.6154 -2.7679 -0.6042 0.657 0.363 -0.256
N -1.7822 -1.9402 2.0878 -0.450 -0.374 0.288
C -2.6915 -1.6848 3.0354 -0.164 0.216 0.200
C -2.8066 -0.3138 3.1763 -0.044 -0.054 0.086
C -1.9019 0.1918 2.2459 -0.123 -0.055 0.216
N -1.3023 -0.8006 1.6000 0.209 0.376 -0.033
H -1.8875 -4.1486 2.2952 -0.169 -0.269 0.179
H -0.0535 -3.3563 2.2223 0.294 -0.024 0.184
H -1.8014 -5.6034 0.2590 -0.049 -0.061 0.164
H -1.1480 -5.4535 -2.3941 -0.037 -0.089 -0.083
H -0.2475 -2.8876 -2.6659 0.084 0.064 -0.038
H -3.1797 -2.4763 3.5720 -0.026 -0.160 -0.037
H -3.4373 0.2303 3.8534 -0.081 0.047 0.061
H -1.6537 1.2179 2.0436 0.060 0.087 -0.124
Se -2.1897 -0.6925 -1.8346 -1.702 -0.509 -1.345
N -1.8616 0.7584 -0.9710 0.467 1.216 0.566
C -3.0113 1.3108 -0.5836 -0.079 -0.601 -0.371
C -3.1365 2.5050 0.1455 -0.166 0.532 0.368
C -4.3894 2.9577 0.4547 0.727 0.199 0.028
C -5.5400 2.2625 0.0410 -0.475 -0.556 -0.267
C -5.4552 1.0965 -0.6690 -0.544 0.359 0.254
C -4.1855 0.5855 -0.9874 0.844 -0.186 -0.170
N -3.9247 -0.5338 -1.6650 -0.674 -0.126 0.034
H -2.2438 3.0377 0.4464 0.013 0.041 0.015
H -4.5070 3.8714 1.0192 0.029 0.085 0.045
H -6.5110 2.6604 0.3005 -0.080 0.014 0.003
H -6.3377 0.5607 -0.9847 -0.069 -0.050 -0.020
```
Forces are in eV/Å.